# 1
C8H10O | wB97M-V/def2-TZVPD

Atoms and positions in Å:
H  -0.44  0.72  2.03
H  2.58  -2.26  -1.11
O  0.10  2.43  0.17
C  1.89  -2.25  -0.22
H  -2.51  0.70  -1.10
H  2.55  -2.54  0.67
H  1.16  -3.10  -0.45
H  -0.60  -1.73  1.07
H  -2.12  2.37  -1.66
C  -0.12  -0.83  0.64
C  -2.13  1.65  -0.83
H  -2.90  2.02  -0.04
H  -1.92  0.04  1.44
C  -0.90  0.31  1.13
C  0.52  1.52  -0.67
C  1.12  -0.97  0.12
C  -0.82  1.32  -0.12
C  1.87  0.21  -0.16
H  2.69  0.40  -0.91

⟨S²⟩ ... 2.043
Strongest force on any atom ... 4.42 eV/Å
Highest occupied orbital energy (alpha / beta) ... -0.2732 / -0.3489 Eh
2S+1 ... 3
Calculated total energy ... -385.81091 Eh
Orbital gap (alpha / beta) ... 8.41 / 8.84 eV

Results of the natural (NBO) charge analysis, in e, for atoms 1 through 5: 0.24, 0.23, -0.46, -0.63, 0.22

***

# 2
C4H8N2O2 | wB97M-V/def2-TZVPD

Atoms and positions in Å:
H  -0.46  -1.00  1.24
N  -0.94  -1.94  -0.59
H  2.60  0.83  0.06
C  0.93  -0.46  -0.27
C  1.94  0.16  0.62
C  -1.26  0.83  -0.23
H  2.56  -0.64  1.05
H  -1.32  2.77  0.24
H  1.47  0.71  1.44
H  -1.75  -2.34  -0.11
O  -2.45  0.65  -0.28
N  -0.70  1.97  0.36
H  1.19  -0.57  -1.31
O  -0.16  1.64  -0.94
H  -1.38  -1.63  -1.45
C  -0.27  -0.98  0.17

Strongest force on any atom ... 4.14 eV/Å
Highest occupied orbital energy ... -0.3193 Eh
SMILES ... C/C=C/N.O=C1NO1
Calculated total energy ... -417.01238 Eh
Orbital gap ... 8.28 eV

Results of the natural (NBO) charge analysis, in e, for atoms 1 through 5: 0.22, -0.82, 0.23, 0.05, -0.68

***

# 3
C9H16N2O | wB97M-V/def2-TZVPD

Atoms and positions in Å:
C  -0.74  0.93  -1.97
N  1.84  -1.08  0.19
H  -1.21  1.69  -2.43
H  -1.28  -1.71  -1.28
H  -2.66  -1.13  -0.35
C  1.10  3.42  -1.27
H  -1.41  -2.66  0.88
H  0.34  3.59  -2.08
H  1.70  -3.13  1.02
H  2.89  -2.14  1.74
C  0.34  1.19  -0.95
H  3.34  -2.48  0.19
C  -0.73  -0.72  0.65
C  -1.58  -0.89  -0.62
N  1.11  2.14  -0.72
H  -0.34  1.27  1.40
C  0.70  -0.59  0.19
H  -2.01  1.10  1.13
C  2.43  -2.23  0.81
H  2.11  3.75  -1.73
O  -1.85  0.26  -1.37
C  -1.15  0.56  1.36
H  -1.22  0.27  2.44
H  1.03  4.32  -0.46
H  -0.25  0.33  -2.77
H  -0.09  -2.44  1.98
H  -1.51  -1.67  2.44
C  -0.91  -1.93  1.59

Strongest force on any atom ... 4.34 eV/Å
Highest occupied orbital energy ... -0.2686 Eh
Calculated total energy ... -537.07406 Eh
Orbital gap ... 8.13 eV

Results of the natural (NBO) charge analysis, in e, for atoms 1 through 5: -0.17, -0.47, 0.20, 0.18, 0.20

***

# 4
ClNO5S | wB97M-V/def2-TZVPD

Atoms and positions in Å:
N  0.70  -0.64  -0.28
O  -2.33  -0.03  0.89
O  -0.90  1.70  0.05
S  -1.92  0.71  -0.24
Cl  2.72  1.06  0.29
O  0.97  -1.26  0.70
O  -0.21  -0.79  -1.04
O  1.55  0.28  -0.73

Strongest force on any atom ... 3.27 eV/Å
Highest occupied orbital energy ... -0.4273 Eh
Calculated total energy ... -1289.11140 Eh
Orbital gap ... 9.87 eV

Results of the natural (NBO) charge analysis, in e, for atoms 1 through 5: 0.73, -0.84, -0.88, 1.69, 0.31

***

# 5
C9H15AlClFNOS | wB97M-V/def2-TZVPD

Atoms and positions in Å:
H  -2.41  0.04  0.31
H  1.09  3.05  0.84
C  -0.08  -0.09  -0.19
H  2.14  1.69  2.23
H  1.12  -1.20  3.30
C  1.03  0.30  -1.34
C  -2.17  -0.15  -2.00
C  1.59  1.82  -0.92
H  -1.01  -1.89  1.64
H  -1.97  0.63  -2.86
Cl  -1.91  -1.68  -4.34
H  -0.48  1.19  1.76
H  -2.28  -2.54  -2.05
C  1.25  -0.04  3.41
H  -3.36  -0.22  -1.90
H  0.53  0.51  -2.40
H  2.17  0.11  4.15
Al  -0.17  -4.38  0.20
F  2.75  -0.14  1.29
H  1.88  -0.52  -1.52
C  -1.62  0.34  -0.53
O  2.59  2.54  -1.50
H  -0.52  -1.85  -2.31
N  0.76  2.24  0.27
C  -1.66  -1.64  -2.47
S  -0.02  -1.77  0.64
C  1.67  0.64  1.94
H  -1.64  1.53  -0.56
H  0.35  0.51  3.91
C  0.37  0.96  0.99

Strongest force on any atom ... 9.95 eV/Å
Highest occupied orbital energy ... -0.7296 Eh
Calculated total energy ... -1681.05930 Eh
Orbital gap ... 2.63 eV
Charge ... +3

Results of the natural (NBO) charge analysis, in e, for atoms 1 through 5: 0.28, 0.48, -0.12, 0.25, 0.25

***

# 6
HNO2S | wB97M-V/def2-TZVPD

Atoms and positions in Å:
H  2.36  -0.17  -0.28
N  -1.62  1.19  0.56
S  1.30  -0.68  -1.06
O  -2.07  0.26  1.07
O  0.03  -0.60  -0.29

Strongest force on any atom ... 1.05 eV/Å
Highest occupied orbital energy (alpha / beta) ... -0.3532 / -0.2972 Eh
Calculated total energy ... -603.88047 Eh
Orbital gap (alpha / beta) ... 10.27 / 6.61 eV

Want to see where the charge sits? The natural (NBO) charges in e are: 0.02, 0.19, 0.74, -0.19, -0.77

***

# 7
C7H17FNO | wB97M-V/def2-TZVPD

Atoms and positions in Å:
H  -1.81  -0.85  -3.50
H  0.24  -1.79  -0.97
C  0.46  -0.74  -1.29
H  1.84  2.78  -1.74
H  -1.36  -0.16  0.39
H  0.81  -0.05  2.57
H  -2.53  -0.85  -1.86
H  1.43  -0.79  -1.85
H  -1.68  -1.81  1.77
H  0.13  2.19  -1.41
C  -1.59  -1.07  -2.43
O  -0.57  -0.14  -2.01
H  2.59  0.75  -0.79
H  2.04  1.48  0.82
C  -0.88  -1.55  2.50
C  1.73  1.15  -0.20
H  -0.85  0.60  2.89
C  1.14  2.36  -0.99
C  -0.47  0.39  0.76
H  -0.63  1.48  0.84
C  -0.26  -0.12  2.27
H  -1.37  -1.51  3.51
H  1.25  -0.68  0.57
F  0.98  3.39  -0.04
H  -0.11  -2.34  2.58
N  0.77  0.02  -0.01
H  -1.29  -2.14  -2.38

Strongest force on any atom ... 2.49 eV/Å
Highest occupied orbital energy ... -0.5425 Eh
SMILES ... CCC[N@H+](CCF)COC
Calculated total energy ... -506.47180 Eh
Orbital gap ... 11.80 eV
Charge ... +1

Results of the natural (NBO) charge analysis, in e, for atoms 1 through 5: 0.22, 0.20, 0.11, 0.21, 0.24

***

# 8
C26H80BrN29O17P | wB97M-V/def2-TZVPD

Atoms and positions in Å:
H  1.52  6.19  0.85
H  -3.43  4.28  2.76
H  7.17  -0.13  -1.44
O  4.84  -3.31  -6.14
O  5.38  3.30  1.05
H  5.47  -0.69  -3.65
H  -4.64  -1.00  8.37
O  -0.10  -3.17  -3.84
H  10.48  0.43  -7.04
H  1.91  1.77  3.36
C  -7.59  -6.07  11.88
H  5.21  -6.01  -4.47
H  -8.54  -4.31  11.45
H  3.29  5.29  -1.49
H  1.78  0.68  -1.39
C  -9.80  -6.61  5.60
C  0.30  -2.45  -7.86
N  -8.20  -4.90  12.20
H  -11.10  -5.39  4.50
H  5.01  0.92  -0.23
Br  -0.77  6.71  -0.80
C  0.13  4.46  2.29
H  8.42  0.18  -2.59
H  2.67  4.73  2.01
N  3.41  -5.06  -5.98
H  -0.32  2.59  -2.09
H  1.88  3.40  3.98
N  -0.04  -1.81  -9.03
C  3.48  -0.10  -3.96
N  -7.15  -2.64  8.42
N  0.39  2.33  1.18
N  -2.28  9.97  -3.06
N  -7.16  -6.82  12.95
C  -5.60  0.61  7.60
N  7.04  -9.60  -5.79
H  -8.33  -4.59  13.15
C  -0.82  -2.24  -3.48
O  -0.04  1.27  1.75
H  0.52  10.77  -1.72
H  9.01  -8.53  -4.60
H  -0.13  5.00  1.39
H  -6.60  2.34  7.24
H  4.86  0.59  -2.64
O  -4.58  0.27  -3.36
C  10.27  0.42  -4.96
H  9.68  2.97  -0.92
H  2.76  -4.58  -6.59
C  -5.15  0.30  -4.44
N  10.28  -0.94  -4.91
N  -5.12  -0.15  8.62
N  7.95  0.42  -1.74
N  5.41  -5.10  -4.85
H  6.20  -9.95  -6.20
H  -2.41  9.05  -2.66
N  -10.54  -5.50  5.32
H  0.37  2.53  3.95
H  -10.52  -4.76  6.00
H  1.31  6.01  -2.06
H  -6.14  2.04  -4.10
N  -2.19  -2.33  -3.50
N  -6.00  1.31  -4.78
H  -0.80  1.13  -1.25
H  0.50  5.12  3.07
C  2.50  3.75  1.57
C  6.94  -8.56  -4.92
N  -6.24  1.76  7.97
C  2.06  6.37  -0.07
H  3.17  -5.96  -5.62
O  5.87  -8.05  -4.64
N  -0.54  -2.23  -6.81
C  1.32  0.72  -0.41
H  4.04  5.58  0.03
H  -2.97  10.33  -3.69
C  -8.20  -3.35  8.94
H  9.86  1.91  -2.30
C  1.31  2.67  3.42
O  4.23  1.43  -0.52
N  -0.28  10.22  -1.94
H  3.22  3.11  2.06
O  7.72  1.79  0.06
H  10.37  -1.52  -5.71
H  -10.39  -7.54  3.82
N  -4.97  -0.67  -5.38
H  -9.31  -8.43  4.84
H  -9.32  -5.01  8.60
C  0.79  2.15  -0.24
N  -0.33  -1.06  -3.03
H  4.00  -1.65  -5.28
O  1.29  -3.15  -7.78
H  0.56  -1.95  -9.82
N  3.30  -1.00  -4.96
H  7.91  -10.04  -6.04
N  -9.85  -7.60  4.66
N  10.39  0.97  -6.20
C  3.09  5.29  -0.43
H  -0.85  -1.23  -9.13
H  -1.36  -1.65  -6.86
H  -7.27  -6.54  13.91
H  -5.52  1.41  4.70
H  -2.80  -1.58  -3.21
H  -0.90  -0.30  -2.73
H  10.21  -1.37  -4.00
C  1.70  3.24  -0.83
H  0.67  -0.96  -3.01
H  -6.48  1.36  -5.66
H  -8.11  -4.76  7.40
H  8.07  -7.36  -3.73
C  2.81  3.86  0.05
H  0.52  0.00  -0.36
N  -3.46  3.37  3.18
C  -0.50  2.16  -1.11
H  6.28  -4.65  -4.61
H  -2.59  -3.19  -3.82
H  2.39  -1.02  -5.40
P  4.48  3.06  -0.31
C  1.13  6.70  -1.25
C  -1.20  10.76  -2.79
C  -4.66  2.97  3.72
N  8.12  -8.12  -4.38
O  -9.13  -6.71  6.61
C  8.32  1.48  -0.97
H  1.05  4.01  -1.23
H  -5.20  0.09  9.59
O  -5.65  3.69  3.70
O  -7.44  -6.44  10.73
C  1.10  3.31  2.03
H  -1.34  2.64  -0.61
H  -2.63  2.80  3.18
O  10.16  1.12  -3.95
H  -0.32  -2.69  -5.94
H  -6.35  2.05  8.92
H  2.17  2.79  -1.70
H  6.08  2.61  1.05
N  9.38  2.17  -1.45
N  -4.66  1.73  4.28
H  -0.39  9.31  -1.53
H  -6.71  -7.69  12.75
N  4.72  -0.09  -3.38
H  -3.86  1.13  4.31
H  2.62  7.29  0.10
H  2.10  0.53  0.32
H  -6.67  -2.90  7.58
H  -6.86  -1.82  8.91
O  -8.76  -2.99  9.97
O  2.60  0.66  -3.59
N  -8.57  -4.45  8.24
H  -4.35  -1.42  -5.15
H  -0.78  4.00  2.68
H  1.36  7.68  -1.64
H  10.38  1.97  -6.26
O  -1.06  11.87  -3.29
C  4.57  -4.42  -5.68
H  -5.43  -0.67  -6.28
O  -5.47  0.29  6.43

⟨S²⟩ ... 0.754
Strongest force on any atom ... 3.04 eV/Å
Highest occupied orbital energy (alpha / beta) ... -0.2690 / -0.2692 Eh
2S+1 ... 2
Calculated total energy ... -6821.63422 Eh
Orbital gap (alpha / beta) ... 7.33 / 7.33 eV

Results of the Löwdin charge analysis, in e, for atoms 1 through 5: 0.07, 0.09, 0.09, -0.02, -0.27